[1]
A structure of composition C31H26N5O7PPb, computed with wB97M-V/def2-TZVPD.

Output
ΔE to the lowest compared entry with this formula, charge and spin: 106.3 kcal/mol
HOMO level: -7.61 eV
orbital gap: 5.77 eV
strongest force on any atom: 0.8 eV/Å

Structure (ORCA input):
```
! wB97M-V def2-TZVPD RIJCOSX def2/J DEFGRID3
* xyz 0 1
Pb 0.8139 2.3165 -0.9643
O 2.2121 1.5903 2.9308
C 1.8592 1.8424 1.7978
O 1.2615 2.8747 1.3314
C 1.8081 -0.2930 0.6512
C 1.3470 -1.0708 1.8703
C 1.6151 -3.3728 0.9970
C 1.2883 -3.3520 -0.3818
C 1.4580 -2.2598 -1.1379
C 1.7948 -0.8534 -0.7798
O 1.9416 -0.0392 -1.6637
N 1.2747 -2.5245 -2.5949
O 2.1210 -2.0994 -3.3424
O 0.3361 -3.2250 -2.9091
N 1.3951 -4.2422 1.9649
O 1.7443 -3.2381 4.2486
O 0.8489 -5.3313 2.0671
H 1.5758 -0.4386 2.7302
H 0.9153 -4.2481 -0.8644
N 4.1707 2.0595 -1.9358
N 3.2377 2.9059 -1.2012
H 3.8797 2.1234 -2.9087
H 3.9194 1.1106 -1.6645
H 3.3572 3.8518 -1.5533
H 3.5691 2.9164 -0.2391
N 2.1544 0.9248 0.6832
P -0.9456 -0.6144 0.3108
C -2.2993 0.3675 1.0396
C -3.6420 0.1637 0.7406
C -4.6142 0.9925 1.2914
C -4.2517 2.0266 2.1391
C -2.9098 2.2391 2.4357
C -1.9389 1.4195 1.8854
C -0.1349 -1.3213 1.7976
C 2.2221 -2.3237 1.8652
C 2.1912 -3.4082 2.9648
C 0.4671 -2.9855 4.6547
C -0.6050 -2.4898 4.0410
C -0.8907 -1.9108 2.7296
C -1.7845 -2.0045 -0.5222
C -2.2528 -1.7358 -1.8093
C -2.8960 -2.7155 -2.5490
C -3.0566 -3.9892 -2.0213
C -2.5767 -4.2748 -0.7515
C -1.9468 -3.2880 -0.0028
H -3.9377 -0.6469 0.0869
H -5.6575 0.8226 1.0572
H -5.0102 2.6707 2.5654
H -2.6173 3.0477 3.0931
H -0.8933 1.6080 2.1132
H 3.2511 -2.0485 1.6185
H 3.1693 -3.8696 3.0755
H 0.3829 -3.2754 5.6927
H -1.4726 -2.5136 4.6905
H -1.9592 -1.8888 2.5320
H -2.1092 -0.7485 -2.2351
H -3.2558 -2.4898 -3.5444
H -3.5415 -4.7614 -2.6051
H -2.6875 -5.2701 -0.3393
H -1.5752 -3.5317 0.9843
C 0.6737 6.4121 -4.0473
C 0.8911 5.1177 -4.4983
C 0.9393 4.0667 -3.5853
C 0.7808 4.2869 -2.2157
C 0.5621 5.5967 -1.7812
C 0.5099 6.6515 -2.6890
H 0.6258 7.2317 -4.7534
H 1.0189 4.9269 -5.5581
H 1.1020 3.0573 -3.9678
H 0.4349 5.8097 -0.7240
H 0.3414 7.6631 -2.3363
*
```

Here are the Mulliken charges for atoms 1 to 5, given in e:
1. Pb 1.377
2. O -0.671
3. C 0.537
4. O -0.621
5. C -1.840

[2]
An isolated molecule of C19H31N3O3S at a distorted geometry, computed with wB97M-V/def2-TZVPD.

Output
ΔE to the lowest compared entry with this formula, charge and spin: 3.1 kcal/mol
HOMO level: -7.69 eV
orbital gap: 8.44 eV
strongest force on any atom: 1.0 eV/Å

Structure (ORCA input):
```
! wB97M-V def2-TZVPD RIJCOSX def2/J DEFGRID3
* xyz 0 1
C 4.8307 -0.8507 2.5663
C 3.8024 0.0932 1.9539
C 3.3817 -0.3432 0.5645
S 2.2494 -1.7586 0.6296
O 2.8744 -2.8757 1.2790
O 1.7503 -1.9662 -0.7057
N 1.0359 -1.1504 1.6238
C 0.7158 -1.9258 2.8066
C -0.2035 -3.1049 2.4915
C -1.4505 -2.6248 1.7538
C -1.0350 -1.8590 0.4979
C -2.2305 -1.3057 -0.2578
O -3.2536 -0.9355 0.2823
N -2.0469 -1.2656 -1.5973
C -3.0168 -0.6581 -2.4722
C -2.6237 0.7771 -2.8982
N -2.1043 1.5612 -1.8088
C -3.0945 2.1155 -0.9115
C -3.5977 3.4879 -1.3627
C -0.7605 1.7852 -1.6384
C 0.2132 1.0714 -2.3560
C 1.5593 1.3315 -2.1995
C 1.9985 2.2985 -1.3104
C 1.0553 2.9947 -0.5733
C -0.2934 2.7509 -0.7324
C -0.1280 -0.6869 0.9063
H 4.4545 -1.8692 2.5543
H 5.0466 -0.5640 3.5926
H 5.7587 -0.8205 1.9995
H 2.9096 0.1311 2.5807
H 4.2180 1.1031 1.9007
H 4.2253 -0.6550 -0.0460
H 2.8132 0.4237 0.0446
H 1.6595 -2.2814 3.2193
H 0.2387 -1.2490 3.5236
H 0.3478 -3.8082 1.8637
H -0.4785 -3.6103 3.4183
H -2.0780 -3.4742 1.4780
H -2.0430 -1.9650 2.3913
H -0.4514 -2.5134 -0.1555
H -1.1355 -1.4900 -1.9658
H -3.9515 -0.6355 -1.9069
H -3.1548 -1.2770 -3.3629
H -3.5195 1.2677 -3.2937
H -1.8907 0.7419 -3.7048
H -2.6763 2.1764 0.0950
H -3.9321 1.4168 -0.8576
H -4.0626 3.4210 -2.3437
H -2.7771 4.1982 -1.4250
H -4.3346 3.8633 -0.6578
H -0.0665 0.2940 -3.0485
H 2.2724 0.7591 -2.7743
H 3.0510 2.5150 -1.2036
H 1.3725 3.7525 0.1290
H -0.9864 3.3364 -0.1518
H 0.2235 -0.1482 0.0258
H -0.6806 0.0045 1.5504
*
```

Here are the Mulliken charges for atoms 1 to 5, given in e:
1. C -1.325
2. C -0.314
3. C 0.348
4. S 1.250
5. O -0.701

Look up the orbital gap of the first one. 5.77 eV